(1)
This record from the OMol25 dataset describes a molecular structure, C48H32ClCoIN5O4P. The level of theory is ωB97M-V with the def2-TZVPD basis set.

Results
- energy relative to the best compared isomer or geometry (same formula, charge and spin) (kJ/mol) = 45.5
- net charge = 0
- largest force on an atom (hartree/bohr) = 0.0120
- 2S+1 = 4

The geometry in XYZ format:
```
93
Properties=species:S:1:pos:R:3:lowdin_charge:R:1
Co -1.13134 -0.55313 -0.53661 0.754
C 8.65267 9.22187 0.42106 -0.077
O 8.92677 7.83425 0.29568 -0.077
C 7.86753 6.99459 0.16940 -0.278
C 6.53803 7.40799 0.15752 -0.006
C 5.52906 6.46635 0.02551 -0.014
C 5.81826 5.11626 -0.09676 -0.158
C 7.15610 4.71582 -0.08572 -0.026
C 8.17159 5.63876 0.04521 0.003
C 4.70662 4.16779 -0.23370 -0.260
N 3.43871 4.50121 -0.28631 0.192
C 2.76214 3.31224 -0.40993 -0.169
C 3.62466 2.25421 -0.43267 -0.130
N 4.87950 2.81243 -0.32176 0.182
C 3.19801 0.90285 -0.60048 -0.068
C 4.05296 -0.20365 -0.65276 0.004
C 3.51866 -1.44604 -0.86108 -0.032
C 2.13528 -1.56477 -1.01054 -0.103
N 1.29845 -0.54476 -0.94472 0.111
C 1.81333 0.68400 -0.73125 -0.121
C 0.87789 1.79638 -0.64649 -0.124
N -0.44355 1.51229 -0.71065 0.076
C -1.30060 2.51668 -0.66160 -0.063
C -0.90749 3.85600 -0.54337 -0.009
C 0.42023 4.15601 -0.45719 0.017
C 1.34672 3.10500 -0.50841 -0.071
H 9.61403 9.71735 0.50934 0.092
H 8.05698 9.42511 1.31317 0.095
H 8.12987 9.60009 -0.45970 0.095
H 6.27784 8.45053 0.24968 0.103
H 4.49314 6.77853 0.01556 0.115
H 7.42761 3.67050 -0.18462 0.105
H 9.21035 5.33602 0.05322 0.122
H 5.75536 2.32335 -0.28917 0.145
H 5.12186 -0.07741 -0.52613 0.116
H 4.13816 -2.33128 -0.90685 0.111
H 1.70846 -2.54046 -1.19865 0.095
H -2.34706 2.27985 -0.74638 0.079
H -1.67150 4.62033 -0.51758 0.117
H 0.78384 5.17051 -0.35360 0.121
Cl 1.16755 -5.77370 3.45433 0.670
C 0.56471 -4.25523 2.83844 -0.622
C 0.33337 -3.22273 3.70144 -0.178
C -0.15133 -1.99182 3.24039 -0.654
I -0.52992 -0.46187 4.59385 0.909
C -0.41362 -1.73883 1.89329 -0.460
O -0.82274 -0.60522 1.44607 -0.194
C -0.21790 -2.86979 1.00400 -0.155
N -0.56654 -2.68385 -0.30336 0.022
C -0.43333 -3.67192 -1.15819 -0.146
C 0.07059 -4.92918 -0.78790 -0.040
C 0.43113 -5.14327 0.51099 -0.019
C 0.28345 -4.11083 1.46337 -0.185
H 0.52433 -3.36069 4.75768 0.094
H -0.73643 -3.48280 -2.18076 0.110
H 0.15835 -5.70734 -1.53399 0.110
H 0.81623 -6.10244 0.82987 0.091
O -4.15131 2.09313 -1.71374 0.027
C -4.05507 0.90352 -1.43426 -0.604
O -3.01303 0.15746 -1.56874 -0.199
C -5.23479 0.18613 -0.80887 -0.124
C -6.48970 0.77846 -0.87030 -0.018
C -7.58856 0.14806 -0.31180 -0.074
C -7.42719 -1.07410 0.32916 -0.078
C -6.17355 -1.66024 0.41253 -0.084
C -5.06191 -1.03929 -0.15470 -0.250
P -3.39646 -1.82580 -0.17164 1.130
C -3.49517 -3.02518 1.22446 -0.355
C -3.70013 -2.43022 2.47579 -0.108
C -3.54460 -3.15094 3.64797 -0.083
C -3.16139 -4.48661 3.59861 -0.082
C -2.93922 -5.08660 2.36957 -0.079
C -3.10288 -4.36080 1.19406 -0.104
C -3.61149 -2.85734 -1.68763 -0.318
C -3.02953 -2.46250 -2.89189 -0.114
C -3.18286 -3.22546 -4.04159 -0.082
C -3.92286 -4.39944 -4.00883 -0.089
C -4.52706 -4.79241 -2.82356 -0.077
C -4.37960 -4.02130 -1.67812 -0.094
H -6.57778 1.73751 -1.36371 0.117
H -8.56848 0.60587 -0.36916 0.102
H -8.28242 -1.57440 0.76680 0.102
H -6.06305 -2.60531 0.93011 0.101
H -3.95889 -1.37803 2.53279 0.115
H -3.69932 -2.66403 4.60272 0.102
H -3.02190 -5.04931 4.51309 0.105
H -2.62192 -6.12101 2.31965 0.107
H -2.89372 -4.84512 0.24680 0.095
H -2.47254 -1.53543 -2.94245 0.088
H -2.73212 -2.89406 -4.96896 0.104
H -4.04252 -4.99486 -4.90529 0.101
H -5.12270 -5.69607 -2.79023 0.103
H -4.88137 -4.32640 -0.76878 0.100
```

=====

(2)
This record from the OMol25 dataset describes a molecular structure, C48H36BF4N4O6Tc. The level of theory is ωB97M-V with the def2-TZVPD basis set.

Results
- net charge = +1
- DFT total energy (eV) = -82345.54101
- largest force on an atom (hartree/bohr) = 0.0331
- 2S+1 = 2

The geometry in XYZ format:
```
100
Properties=species:S:1:pos:R:3:lowdin_charge:R:1
Tc 2.01776 0.95491 -1.09755 1.730
C -4.75664 -3.47189 -6.69565 -0.067
O -4.67644 -2.75599 -5.48155 -0.063
C -3.55194 -2.09249 -5.16895 -0.263
C -2.37244 -2.08729 -5.92085 0.005
C -1.25884 -1.40599 -5.46795 -0.030
C -1.28194 -0.69069 -4.26965 -0.191
C -2.49214 -0.63919 -3.55685 -0.020
C -3.59234 -1.33629 -3.98665 0.031
C -0.10744 -0.08929 -3.62735 -0.010
C 0.94516 -0.97379 -3.27025 -0.186
C 1.11596 -2.29849 -3.76135 0.038
C 1.97646 -2.93079 -2.90865 0.026
C 2.31136 -1.99409 -1.89165 -0.211
N 1.75046 -0.78919 -2.18225 -0.004
C 2.92926 -2.36289 -0.66885 -0.009
C 3.27986 -1.48219 0.35445 -0.182
C 3.67306 -1.90579 1.67755 0.047
C 3.56946 -0.82839 2.48165 0.047
C 3.16126 0.27151 1.65155 -0.221
C 2.83506 1.50501 2.19055 -0.025
C 2.21936 1.47071 3.53645 -0.207
C 2.68056 1.99191 4.73855 -0.020
C 1.89576 1.90681 5.86885 0.018
C 0.61966 1.32741 5.82195 -0.269
O -0.07304 1.32791 6.97345 -0.067
C -1.40214 0.85721 6.96005 -0.072
C 0.14996 0.81681 4.60945 0.016
C 0.95046 0.87931 3.49305 0.005
C 2.48416 2.66291 1.45515 -0.195
N 1.94196 2.58451 0.21155 0.011
C 1.29026 3.75541 0.00325 -0.216
C 0.21696 3.88981 -0.91415 -0.023
C -0.94104 4.58611 -0.30565 -0.219
C -1.51554 5.79601 -0.67515 -0.023
C -2.64944 6.24151 -0.02905 0.019
C -3.24524 5.48411 0.99205 -0.267
O -4.36274 5.99141 1.54025 -0.066
C -5.04904 5.23991 2.51855 -0.072
C -2.65744 4.27461 1.37055 0.012
C -1.51994 3.84161 0.72955 0.001
C -0.06534 3.04631 -1.97325 -0.193
C -1.23334 3.20471 -2.80285 0.046
C -1.33114 2.08931 -3.55695 0.032
C -0.24034 1.22361 -3.16695 -0.208
N 0.56416 1.86411 -2.27375 0.012
C 1.55086 4.65491 1.07475 0.040
C 2.29296 3.96281 1.99175 0.042
N 3.05106 -0.13469 0.35155 0.016
C 2.84476 -3.78349 -0.30335 -0.200
C 1.56746 -4.35649 -0.28905 -0.002
C 1.34236 -5.57679 0.31125 0.013
C 2.39856 -6.28589 0.89295 -0.263
O 2.27176 -7.42999 1.58565 -0.062
C 0.97866 -7.91439 1.88625 -0.066
C 3.69996 -5.77349 0.76495 0.022
C 3.91096 -4.53809 0.19925 -0.035
H -5.75504 -3.90549 -6.71505 0.099
H -4.01024 -4.26919 -6.74415 0.098
H -4.63564 -2.80569 -7.55435 0.100
H -2.32424 -2.61109 -6.86245 0.109
H -0.37614 -1.38339 -6.08945 0.125
H -2.53904 -0.07989 -2.63465 0.123
H -4.50924 -1.31299 -3.42075 0.127
H 0.62356 -2.72809 -4.60955 0.107
H 2.31196 -3.94809 -2.95435 0.127
H 3.95866 -2.89499 1.96915 0.112
H 3.76726 -0.74939 3.53225 0.130
H 3.65176 2.45741 4.79135 0.122
H 2.23546 2.29531 6.81475 0.123
H -1.76334 0.96001 7.98005 0.097
H -1.45444 -0.19419 6.66455 0.098
H -2.01714 1.46341 6.28835 0.098
H -0.82674 0.37071 4.51755 0.111
H 0.58046 0.48421 2.55915 0.109
H -1.06854 6.38411 -1.46325 0.125
H -3.10754 7.17721 -0.30645 0.123
H -5.94734 5.80881 2.74845 0.098
H -4.45634 5.12401 3.43095 0.098
H -5.32774 4.25021 2.14345 0.098
H -3.08064 3.66261 2.15035 0.109
H -1.08194 2.89411 1.00995 0.125
H -1.86394 4.07261 -2.79955 0.122
H -2.07324 1.86231 -4.29855 0.127
H 1.21096 5.66881 1.13135 0.128
H 2.65716 4.30241 2.93935 0.121
H 0.73256 -3.78859 -0.67125 0.125
H 0.33666 -5.96269 0.34645 0.111
H 1.12436 -8.73559 2.58755 0.099
H 0.47676 -8.28319 0.98685 0.099
H 0.36386 -7.13849 2.35385 0.099
H 4.51746 -6.36229 1.15145 0.126
H 4.91406 -4.14459 0.15195 0.127
F -0.99784 -1.35429 -0.88405 0.224
B -0.73044 -0.75409 0.28575 -1.200
F -1.68324 0.05421 0.76535 0.217
F -0.11644 -1.52799 1.19285 0.216
F 0.45776 0.32611 -0.11055 -0.181
O 3.36356 1.53321 -1.90585 -0.380
O 4.35026 2.00711 -2.45965 0.028
```